# 1
DFT (ωB97M-V/def2-TZVPD) results for C2H9N2OP as an isolated structure in a non-equilibrium geometry.

```
15
Properties=species:S:1:pos:R:3:forces:R:3:lowdin_charge:R:1
C 1.4892 0.6625 -1.4374 0.052 0.015 0.193 -0.089
C 1.6312 -0.0626 -0.1002 0.852 0.739 0.015 -0.279
N 0.5115 -0.9359 0.0313 -0.262 -0.618 -0.509 -0.075
N -0.1644 -0.9692 1.0397 0.649 -0.229 0.925 -0.061
O -1.7722 1.1857 0.4201 1.058 0.967 -0.156 -0.487
P -2.3479 -0.1425 0.6547 -2.066 -0.049 -0.076 0.562
H 2.3539 1.3001 -1.6100 0.016 0.029 -0.024 0.072
H 1.4132 -0.0652 -2.2415 0.025 -0.011 -0.067 0.071
H 0.5902 1.2739 -1.4333 -0.056 0.057 -0.004 0.067
H 2.5415 -0.6752 -0.1179 -0.174 -0.016 0.049 0.118
H 1.6982 0.6499 0.7416 -0.057 -0.201 -0.094 0.114
H -2.0870 -1.1394 -0.2565 0.039 -0.519 -0.244 -0.025
H 0.1547 -0.3612 1.8290 0.384 0.221 -0.337 0.084
H -2.2692 -0.6316 1.9433 -0.061 -0.372 0.370 -0.028
H -3.7431 -0.0892 0.5371 -0.399 -0.013 -0.041 -0.045
```
Forces are in eV/Å.

Summary:
**Total energy**: -607.617320 a.u.
**Energy above the lowest of the compared OMol25 structures with the same formula, charge and spin**: 74.8 kcal/mol
**Lowest unoccupied orbital energy**: 0.281 eV
**HOMO energy**: -0.350 Eh
**Maximum force**: 2.068 eV/A
**Net charge**: 0

=====

# 2
DFT (ωB97M-V/def2-TZVPD) results for C23H50AsF12O19S5 as an isolated structure in a non-equilibrium geometry.

```
110
Properties=species:S:1:pos:R:3:forces:R:3:lowdin_charge:R:1
As 0.7163 0.4727 0.1421 -0.182 0.207 -1.749 0.783
F -0.1316 1.9002 0.6808 0.057 -0.581 -0.147 -0.248
F -0.7640 -0.2847 -0.4087 0.267 0.312 0.492 -0.251
F 1.5955 -0.8992 -0.4985 0.129 -0.151 0.484 -0.267
F 2.2089 1.2502 0.5638 0.018 -0.126 0.147 -0.249
F 0.6136 -0.3101 1.7017 -0.074 0.397 -0.398 -0.250
F 0.8828 1.1518 -1.5158 -0.232 0.053 0.999 -0.290
O 2.9892 5.8515 -2.9301 0.193 -0.189 0.465 -0.288
S 3.4126 5.3794 -1.6377 -0.767 -0.104 1.221 0.618
O 4.7856 5.4444 -1.2383 -0.346 -0.223 -0.290 -0.281
O 2.6336 6.2010 -0.4659 0.586 -0.036 -1.247 -0.273
C 1.2446 6.5080 -0.7111 0.022 0.264 0.467 -0.292
C 1.0502 7.9231 -1.1950 0.730 0.567 -0.169 -0.070
C 2.6585 3.7622 -1.3038 0.289 0.773 -0.209 -0.111
H 0.8540 6.3858 0.3002 -0.588 -0.126 -0.274 0.128
H 0.7791 5.8241 -1.4182 0.193 -0.267 0.178 0.088
H 1.3662 8.6330 -0.4279 -0.343 0.006 0.110 0.079
H 0.0283 8.1122 -1.5224 -0.087 -0.029 0.261 0.075
H 1.6968 8.1550 -2.0443 -0.059 -0.357 -0.119 0.077
H 3.3328 2.9792 -1.6360 -0.186 -0.044 -0.204 0.072
H 1.7009 3.7891 -1.8166 0.128 -0.359 -0.258 0.054
H 2.4517 3.6610 -0.2427 0.329 0.088 0.076 0.065
O 6.1645 -0.1862 3.2948 -1.111 -0.843 0.771 -0.288
S 5.0110 -1.0488 3.4378 -0.514 0.094 -0.556 0.634
O 5.1514 -2.4874 3.4523 0.097 0.726 0.143 -0.302
O 4.1483 -0.6241 4.7644 1.284 0.296 -0.858 -0.274
C 3.2611 -1.5844 5.3502 0.065 -0.011 0.382 -0.287
C 2.2370 -0.8362 6.1588 -0.919 0.108 0.081 -0.073
C 3.7845 -0.5525 2.2266 0.742 -0.825 0.303 -0.117
H 3.8699 -2.2399 5.9735 -0.160 -0.168 -0.066 0.122
H 2.7237 -2.1847 4.6121 0.343 0.060 -0.268 0.109
H 1.4355 -1.5405 6.4015 0.138 -0.040 0.273 0.079
H 1.7263 -0.0638 5.5792 0.284 0.011 -0.206 0.085
H 2.5854 -0.3674 7.0772 0.290 -0.149 -0.047 0.077
H 2.8506 -0.8750 2.6741 -0.333 0.604 -0.139 0.046
H 3.8806 -1.1013 1.2910 0.379 -0.006 0.049 0.063
H 3.9558 0.5040 2.0643 -0.553 0.100 0.124 0.067
O 3.7970 -3.8467 -4.8893 -0.247 -0.136 0.834 -0.273
S 3.7496 -3.5430 -3.4863 1.204 1.270 -0.800 0.602
O 3.7268 -4.5918 -2.5051 -0.336 0.289 -0.080 -0.288
O 5.0546 -2.6273 -3.2576 -0.324 -0.532 0.148 -0.266
C 5.6069 -2.4877 -1.9354 0.895 -0.780 0.252 -0.275
C 5.7010 -1.0434 -1.4932 -0.447 -0.310 -1.129 -0.058
C 2.5317 -2.2897 -3.2095 -1.109 -0.009 -0.434 -0.106
H 6.6145 -2.9081 -2.0225 0.076 0.296 -0.125 0.119
H 5.1635 -3.1760 -1.2116 -0.613 0.292 -0.163 0.111
H 5.9268 -0.4697 -2.3965 0.558 0.080 0.207 0.084
H 6.5155 -1.0243 -0.7739 -0.236 0.615 0.244 0.084
H 4.7487 -0.6122 -1.1823 0.101 -0.221 0.629 0.064
H 1.6575 -2.8120 -2.8248 -0.127 0.267 -0.016 0.040
H 2.2985 -1.8447 -4.1770 -0.062 -0.488 -0.202 0.082
H 2.7724 -1.4080 -2.6214 0.536 -0.602 0.661 0.058
O -0.9973 -6.8384 -3.6608 -0.215 0.409 -0.121 -0.273
S -0.3079 -5.7050 -3.1333 0.539 0.212 0.990 0.603
O 0.3353 -4.7320 -3.9856 -0.809 -0.383 0.483 -0.282
O -1.3241 -4.9999 -2.0800 0.064 -0.822 -0.945 -0.262
C -1.0058 -3.6850 -1.5804 -0.155 0.813 -1.401 -0.256
C -2.1315 -3.1881 -0.6985 0.171 -0.776 1.075 -0.061
C 0.9025 -6.2794 -1.9731 0.075 -0.110 -0.227 -0.125
H -0.9364 -3.0406 -2.4631 0.178 0.087 0.155 0.119
H -0.0035 -3.7273 -1.1489 -0.293 0.218 0.446 0.087
H -3.0309 -2.8157 -1.1833 0.315 0.073 -0.535 0.088
H -1.7663 -2.4378 0.0009 0.041 0.142 -0.290 0.053
H -2.4822 -4.0119 -0.0665 0.125 -0.055 -0.046 0.080
H 1.6362 -6.9042 -2.4785 0.000 0.206 -0.240 0.079
H 0.4099 -6.8918 -1.2227 -0.118 0.229 0.109 0.075
H 1.3947 -5.3919 -1.5835 0.113 -0.161 0.232 0.044
O -4.3168 2.5739 -3.3342 1.206 0.342 -0.631 -0.303
S -2.9965 2.9574 -3.8127 -0.497 0.024 1.877 0.610
O -2.7687 3.2942 -5.1797 -0.096 0.092 0.075 -0.277
O -2.5017 4.2289 -2.9335 -0.018 -0.370 -1.299 -0.269
C -3.0429 4.5764 -1.6543 0.278 -0.068 0.454 -0.252
C -1.8654 5.0369 -0.8266 -0.081 0.666 0.726 -0.070
C -1.7909 1.7206 -3.3070 -0.909 1.302 0.100 -0.099
H -3.5309 3.7081 -1.2175 -0.141 0.093 -0.002 0.090
H -3.7466 5.4018 -1.7666 -0.179 -0.192 -0.197 0.123
H -1.1615 4.2331 -0.6148 0.126 0.060 -0.206 0.076
H -2.1585 5.4667 0.1380 -0.437 -0.487 0.079 0.088
H -1.3954 5.9177 -1.2669 0.231 -0.387 -0.527 0.060
H -2.0889 0.8845 -3.9321 0.615 -0.356 0.193 0.076
H -1.9011 1.5780 -2.2343 -0.256 -0.415 -0.069 0.046
H -0.8137 2.1754 -3.4411 0.101 -0.391 -0.538 0.068
C 0.4288 -3.6899 1.7379 1.547 1.948 -0.233 -0.051
C -0.6467 -3.9257 2.7603 0.727 -1.056 0.335 -0.187
O -1.8175 -3.2167 2.3982 -0.842 0.907 -0.952 0.019
C -2.9855 -3.5678 2.8957 1.034 -0.350 1.454 -0.395
O -3.1619 -4.4988 3.6311 -0.414 -0.146 -0.185 0.164
C -4.0792 -2.5267 2.6323 -0.089 -0.188 -0.824 -0.544
F -4.0888 -1.5642 3.5466 0.081 -0.211 0.201 0.189
F -3.8924 -1.9593 1.4361 -0.238 0.140 -0.112 0.159
F -5.2676 -3.1397 2.6247 0.000 0.201 0.099 0.167
H 0.3316 -4.1843 0.7752 -0.266 -0.302 0.302 0.059
H 1.4625 -3.7974 2.0924 -0.316 -1.184 0.439 0.088
H 0.6115 -2.6249 1.5210 -1.083 0.038 -0.182 0.061
H -0.4028 -3.5929 3.7736 0.308 -0.032 -0.169 0.135
H -0.8197 -5.0044 2.8019 -0.442 0.135 0.173 0.128
C -7.9875 2.4822 1.6773 -0.161 -0.510 0.017 -0.049
C -7.4231 1.0927 1.4389 0.714 -0.430 -0.258 -0.175
O -6.1196 1.1449 0.7892 0.334 0.502 -1.028 0.029
C -5.0415 1.1455 1.5509 -1.867 -0.439 0.846 -0.411
O -5.0976 1.0176 2.7392 0.688 0.143 0.470 0.153
C -3.7298 1.3655 0.8327 0.473 0.541 0.130 -0.574
F -2.8031 0.6194 1.3945 0.279 -0.335 -0.164 0.186
F -3.7597 1.1961 -0.4784 -0.095 -0.473 -0.236 0.184
F -3.4002 2.6517 1.0425 0.125 0.522 0.100 0.158
H -8.5531 2.7853 0.7988 0.241 0.402 -0.015 0.076
H -7.1870 3.1730 1.9327 -0.057 0.124 -0.141 0.084
H -8.6836 2.4575 2.5159 0.010 -0.036 0.029 0.078
H -7.9635 0.5279 0.6846 -0.454 0.000 0.301 0.125
H -7.2926 0.5116 2.3481 -0.191 0.030 0.038 0.117
```
Forces are in eV/Å.

Summary:
**Total energy**: -7761.230461 a.u.
**Energy above the lowest of the compared OMol25 structures with the same formula, charge and spin**: 0.0 kcal/mol
**Lowest unoccupied orbital energy**: 2.028 eV
**HOMO energy**: -0.341 Eh
**Maximum force**: 2.499 eV/A
**Net charge**: -1

=====

# 3
DFT (ωB97M-V/def2-TZVPD) results for an isolated molecule of CHBrO in a non-equilibrium geometry.

```
4
Properties=species:S:1:pos:R:3:forces:R:3:lowdin_charge:R:1
C 1.2546 1.6293 -0.1334 2.626 1.725 -1.817 -0.541
O -0.5081 -1.1522 0.1308 1.109 -0.975 4.396 -0.323
Br 0.0308 0.8188 0.7192 -2.439 -0.691 1.831 0.926
H -0.7773 -1.2958 -0.7165 -1.296 -0.059 -4.410 -0.062
```
Forces are in eV/Å.

Summary:
**Total energy**: -2687.660746 a.u.
**Energy above the lowest of the compared OMol25 structures with the same formula, charge and spin**: 83.6 kcal/mol
**2S+1**: 3
**Lowest unoccupied orbital energy (spin up / spin down)**: -0.662 / -2.720 eV
**HOMO energy (spin up / spin down)**: -0.298 / -0.400 Eh
**Maximum force**: 4.638 eV/A
**Net charge**: 0

=====

# 4
DFT (ωB97M-V/def2-TZVPD) results for an isolated molecule of C5H9NSi in a non-equilibrium geometry.

```
16
Properties=species:S:1:pos:R:3:forces:R:3:lowdin_charge:R:1
C 1.3362 1.4036 0.2381 0.627 1.708 0.112 -0.057
C 0.6139 0.3115 -0.3766 -2.804 -0.861 2.587 -0.384
N 0.9363 -0.2341 -1.5421 -0.772 -0.755 0.335 0.047
C 0.0604 -1.3108 -1.8433 1.936 2.099 -1.207 -0.096
C -0.8384 -1.2703 -0.8212 -2.114 -3.178 -0.093 -0.202
C -0.5235 -0.3659 0.1679 0.843 2.912 1.513 -0.284
Si -1.6093 -0.0362 1.9177 3.047 0.450 -2.950 0.714
H 1.8975 1.9061 -0.4897 0.506 1.126 -1.966 0.049
H 0.7662 2.2523 0.6764 0.098 -1.110 0.208 0.102
H 2.2226 1.1444 0.7755 0.060 -0.686 1.609 0.077
H 1.7979 0.0579 -1.9258 0.641 -0.205 -1.140 0.138
H 0.2148 -1.6429 -2.8810 -0.765 -0.586 0.961 0.108
H -1.6550 -1.9900 -0.6586 0.331 0.356 -0.584 0.095
H -2.2888 -1.2542 1.8203 -1.719 -1.066 0.097 -0.119
H -2.2426 1.3292 1.9162 -0.013 -0.685 0.159 -0.084
H -0.6883 -0.3006 3.0263 0.100 0.480 0.358 -0.104
```
Forces are in eV/Å.

Summary:
**Total energy**: -540.090391 a.u.
**Energy above the lowest of the compared OMol25 structures with the same formula, charge and spin**: 30.1 kcal/mol
**Lowest unoccupied orbital energy**: 0.958 eV
**HOMO energy**: -0.283 Eh
**Maximum force**: 4.264 eV/A
**Structure (SMILES)**: Cc1[nH]ccc1[SiH3]
**Net charge**: 0